No. 1
This record from OMol25 describes a molecular structure, C46H78BCl4F3O4PV at a distorted geometry. The level of theory is the ωB97M-V functional and the def2-TZVPD basis.

```
138
Properties=species:S:1:pos:R:3:lowdin_spin:R:1
V 1.978 -3.122 -1.634 2.814
Cl -4.875 -2.706 -0.510 0.000
Cl -6.225 -1.832 1.776 0.000
Cl -4.341 -4.057 1.980 0.000
Cl -6.840 -4.509 0.689 0.000
P 3.058 1.119 1.712 0.000
F 2.138 2.238 -4.683 0.000
F -4.643 -2.578 -4.898 0.000
F -7.246 1.525 0.137 0.000
O 1.037 -4.757 -0.317 0.025
O 0.520 -1.563 -1.355 0.057
O -2.120 0.636 2.222 0.000
O 0.420 -4.148 -2.949 0.033
C 0.070 -4.058 1.695 0.000
C -3.208 -0.854 -4.197 0.000
C 3.351 1.184 -0.087 0.000
C -3.902 3.885 0.060 0.000
C 1.959 2.505 2.105 0.000
C 0.356 3.775 -4.820 0.000
C -6.145 2.284 0.100 0.000
C 2.266 -0.437 2.282 0.000
C -4.486 -1.359 -4.372 0.000
C -0.539 -0.787 -0.942 0.003
C -5.314 0.591 -3.251 0.000
C -5.147 4.464 -0.166 0.000
C 0.591 -5.541 -4.890 0.002
C -0.655 2.723 -2.436 0.000
C 1.576 -1.878 4.243 0.000
C 8.066 -0.384 1.824 0.000
C -4.024 1.090 -3.093 0.000
C -0.055 -4.466 -4.018 0.006
C -0.333 3.537 2.044 0.000
C 1.336 -1.892 5.765 0.000
C 4.633 1.292 2.595 0.000
C -1.216 -5.444 -0.082 0.001
C -5.582 -3.272 1.003 0.000
C -2.701 0.013 3.082 0.000
C 5.610 0.143 2.265 0.000
C 1.781 -0.451 3.739 0.000
C -5.550 -0.601 -3.920 0.000
C -2.253 -1.374 3.464 0.000
C -0.702 3.470 3.501 0.000
C -1.298 -3.824 -4.542 0.001
C -1.381 3.689 -3.137 0.000
C -3.747 2.500 0.182 0.000
C -1.886 -1.522 -0.847 0.002
C 0.543 2.385 1.536 0.000
C -3.896 0.595 3.811 0.000
C 4.793 3.928 -2.489 0.000
C 0.504 2.204 -3.003 0.000
C 7.061 0.533 2.508 0.000
C 0.999 2.744 -4.162 0.000
C -0.875 4.202 -4.334 0.000
C 4.185 2.395 -0.552 0.000
C 4.007 2.711 -2.036 0.000
C -2.947 0.376 -3.602 0.000
C -4.890 1.715 0.229 0.000
C -6.270 3.640 -0.109 0.000
C 0.048 -4.799 0.411 0.002
B 3.724 -2.335 -0.485 0.029
H 5.049 2.223 2.197 0.000
H 1.093 -3.788 1.941 0.000
H -0.308 -4.746 2.460 0.000
H -1.038 2.308 -1.513 0.000
H 4.069 3.245 0.127 0.000
H 1.746 -2.836 6.127 0.000
H -1.690 -1.406 4.401 0.000
H 4.311 1.806 -2.569 0.000
H 7.956 -0.377 0.736 0.000
H 3.810 0.246 -0.395 0.001
H 0.106 4.508 1.787 0.000
H 5.393 -0.815 2.743 0.000
H 5.411 -0.082 1.210 0.000
H 1.869 -1.094 6.284 0.000
H -2.273 4.075 -2.661 0.000
H 5.221 2.092 -0.359 0.000
H 2.641 -0.044 4.285 0.000
H 1.967 2.594 3.195 0.000
H -1.352 4.985 -4.907 0.000
H -1.852 -2.169 0.034 0.000
H -1.586 4.091 3.678 0.000
H 2.496 3.372 1.706 0.000
H -2.772 2.058 0.317 0.000
H 0.936 0.214 3.910 0.000
H 9.068 0.009 2.003 0.000
H 4.606 4.170 -3.537 0.000
H -5.220 5.534 -0.289 0.000
H -1.024 -5.908 -1.044 0.000
H -2.646 -0.740 -0.757 0.000
H -4.070 1.629 3.524 0.000
H -1.017 2.493 3.874 0.000
H 4.592 -1.888 0.129 0.001
H 0.156 -6.523 -4.722 0.000
H -1.816 -3.159 -3.857 0.000
H 0.732 -2.353 3.739 0.000
H 3.646 -1.846 -1.507 0.013
H 0.575 -5.260 -5.940 0.000
H 7.223 0.509 3.591 0.000
H -3.025 4.504 0.218 0.000
H -0.673 0.089 -1.595 0.001
H -3.161 -1.969 3.560 0.000
H 4.429 1.456 3.655 0.000
H -1.527 -6.200 0.640 0.000
H 0.584 2.306 0.449 0.000
H -1.005 -3.156 -5.360 0.000
H -2.139 -2.127 -1.719 0.000
H 0.049 3.894 4.170 0.000
H 4.420 4.827 -1.991 0.000
H 5.862 3.816 -2.318 0.000
H 2.725 -2.150 0.025 -0.002
H -2.416 -1.416 -4.672 0.000
H -3.685 0.542 4.881 0.000
H -1.542 -1.750 2.729 0.000
H 7.221 1.575 2.221 0.000
H -1.218 3.571 1.399 0.000
H -2.000 -4.568 -4.919 0.000
H 2.298 1.203 -0.393 0.000
H 2.455 -2.491 4.045 0.000
H 0.289 -1.825 6.057 0.000
H 1.062 1.409 -2.519 0.000
H 3.037 -1.164 2.005 0.000
H -1.921 0.708 -3.652 0.000
H -4.772 0.002 3.547 0.000
H -1.935 -4.628 -0.178 0.000
H 1.628 -5.542 -4.550 0.001
H -0.553 -3.165 1.638 0.000
H -6.150 1.159 -2.864 0.000
H -7.241 4.111 -0.197 0.000
H 8.016 -1.428 2.129 0.000
H 1.504 -0.630 1.515 0.000
H 0.760 4.198 -5.729 0.000
H -4.766 0.645 0.357 0.000
H -0.373 -0.400 0.080 0.001
H -3.835 2.045 -2.620 0.000
H 2.942 2.839 -2.240 0.000
H -6.563 -0.927 -4.125 0.000
H 0.110 1.448 1.895 0.000
H 3.784 -3.472 -0.561 0.007
```

Its spin multiplicity is 4. The calculation puts the molar mass at 986.66 g mol⁻¹. The expectation value of S² is 3.75. The HOMO energy (spin up / spin down) is -9.688 / -10.059 eV. As for the charge: +1. Its max |F| is 3.158 eV Å⁻¹.

---

No. 2
This record from OMol25 describes 4 unconnected molecules or ions with the total composition C46H78BrN6O11PSSi at a distorted geometry. The level of theory is the ωB97M-V functional and the def2-TZVPD basis.

```
145
Properties=species:S:1:pos:R:3:lowdin_charge:R:1
Br -4.092 -0.196 5.194 0.708
S -0.181 -6.875 -0.074 0.911
P -3.649 -6.514 0.529 0.767
Si -4.576 0.521 -0.066 0.496
O 0.384 3.235 4.382 -0.192
O -4.021 -5.355 3.444 0.035
O -3.289 3.850 -2.229 -0.213
O -2.982 0.718 0.595 -0.249
O 8.354 2.664 0.474 -0.197
O -2.950 7.135 -5.327 -0.198
O -0.495 -9.393 1.477 -0.047
O -0.178 4.546 0.085 -0.207
O -2.933 -7.371 1.624 -0.508
O -1.705 -0.465 3.152 -0.021
O 5.378 -0.655 -0.323 -0.239
N 8.484 -0.184 -0.460 -0.054
N -1.052 5.320 -3.877 -0.049
N -0.815 -10.965 -0.312 0.004
N -5.241 -3.260 5.072 -0.022
N 2.167 4.099 2.135 -0.055
N -0.615 -9.701 -0.777 -0.066
C -1.446 -1.992 0.356 -0.015
C -2.748 8.237 -4.457 -0.114
C -0.824 -6.680 -1.801 -0.456
C 8.665 2.359 1.825 -0.113
C -1.889 -5.494 -2.009 -0.223
C 7.669 -1.211 -1.113 -0.190
C -2.322 3.238 -3.076 -0.219
C -2.453 -1.461 2.896 -0.272
C -4.593 -3.458 6.409 -0.270
C -2.942 -3.833 1.720 -0.007
C 1.605 3.958 4.538 -0.210
C -0.924 3.993 1.160 -0.083
C 1.107 -3.093 -1.987 -0.139
C -2.817 -4.817 0.494 -0.179
C -3.743 -4.193 3.058 -0.210
C 9.308 2.147 -0.456 -0.207
C 3.104 -4.893 -2.609 -0.057
C 1.843 4.872 3.334 -0.210
C 2.148 4.883 0.897 -0.195
C -0.775 -0.548 0.233 -0.115
C 2.156 -2.382 -1.082 -0.002
C -1.303 -3.020 -0.834 -0.023
C -0.724 -10.759 1.124 -0.084
C 3.635 -2.905 -0.936 -0.054
C -1.434 5.231 -5.286 -0.211
C -5.715 1.722 0.957 -0.182
C 1.633 -4.365 -2.758 -0.043
C -4.767 1.053 -1.892 -0.180
C -1.979 -4.447 -0.800 -0.128
C -0.432 -2.599 -2.137 -0.126
C 6.215 -0.847 -1.460 -0.214
C -3.616 -1.719 3.985 -0.429
C -3.376 -4.503 6.431 -0.115
C -5.328 -1.245 0.251 -0.174
C -1.006 4.025 -3.193 -0.183
C -4.087 4.839 -2.860 -0.092
C 5.433 0.647 0.240 -0.077
C 8.698 1.009 -1.277 -0.210
C -4.214 -3.003 4.052 -0.203
C -2.250 -2.416 1.640 0.019
C 0.806 5.502 0.470 -0.212
C 4.136 -4.172 -1.674 -0.067
C -0.424 -8.699 0.240 -0.481
C 0.576 1.848 4.152 -0.106
C -1.935 0.438 -0.364 -0.243
C -1.735 6.612 -5.870 -0.208
H 2.459 3.297 4.714 0.120
H -4.259 4.628 -3.919 0.092
H -2.465 -4.198 5.815 0.076
H 9.554 2.968 -1.136 0.119
H -5.413 -3.903 7.097 0.126
H 4.378 -2.355 -0.241 0.086
H -0.474 -1.459 -2.327 0.111
H -3.715 -5.530 6.019 0.080
H 1.499 3.341 2.040 0.063
H 6.142 0.001 -2.149 0.115
H -5.876 2.666 0.305 0.037
H 10.236 1.835 0.034 0.121
H -5.240 2.039 1.946 0.039
H 0.069 -0.499 -0.559 0.092
H -0.893 7.298 -5.734 0.120
H 0.935 5.469 3.190 0.101
H -2.995 -4.730 7.501 0.084
H 7.990 2.932 2.464 0.090
H 9.369 0.763 -2.107 0.122
H -1.061 4.700 1.982 0.093
H -5.053 4.872 -2.354 0.088
H 0.101 -6.605 -2.490 0.063
H -0.254 3.395 -3.679 0.119
H -5.722 -4.145 4.854 0.114
H 8.507 1.297 2.032 0.075
H -3.723 8.673 -4.231 0.089
H -5.031 -6.366 0.955 0.028
H 5.208 -4.513 -1.509 0.088
H -3.629 5.825 -2.739 0.073
H 1.904 -1.460 -0.464 0.077
H -2.331 4.615 -5.416 0.101
H 0.405 6.201 1.211 0.110
H -3.954 0.608 -2.586 0.040
H -2.296 7.913 -3.515 0.075
H 1.001 6.100 -0.428 0.120
H -5.765 0.598 -2.272 0.059
H 0.936 -4.929 -3.458 0.074
H -4.913 -1.699 1.218 0.019
H -3.529 -7.257 -0.687 0.022
H 9.693 2.638 2.068 0.087
H 1.239 1.408 4.902 0.090
H -2.967 -5.881 -2.170 0.096
H 5.621 1.421 -0.508 0.092
H -5.251 -1.933 -0.658 0.039
H -0.811 -3.084 -3.099 0.099
H 6.193 0.686 1.026 0.073
H 2.901 5.674 0.969 0.116
H 1.484 4.583 5.428 0.119
H -1.617 -4.990 -3.016 0.107
H -0.618 4.770 -5.853 0.122
H 5.791 -1.703 -1.997 0.101
H -2.081 2.280 -2.603 0.092
H -6.757 1.251 1.070 0.036
H 7.755 1.376 -1.698 0.101
H 7.644 -2.067 -0.431 0.119
H 4.473 0.855 0.716 0.089
H -2.757 2.987 -4.050 0.113
H 2.669 5.556 3.557 0.121
H -4.786 2.185 -2.063 0.034
H 8.025 0.084 0.403 0.065
H -0.315 -0.153 1.198 0.114
H 3.488 -5.823 -3.157 0.087
H 0.978 1.672 3.150 0.071
H -1.716 5.911 -3.391 0.066
H -0.445 3.079 1.521 0.071
H -0.859 -11.650 1.841 0.137
H 8.181 -1.545 -2.021 0.118
H -2.294 -0.069 -1.328 0.102
H -0.645 4.222 -2.178 0.099
H -4.232 -2.500 6.912 0.076
H -1.389 1.440 -0.558 0.125
H 2.472 4.209 0.098 0.115
H -2.124 9.003 -4.925 0.087
H -0.397 1.357 4.217 0.073
H -1.899 6.502 -6.946 0.119
H -1.908 3.710 0.782 0.086
H -6.455 -1.065 0.454 0.045
H -1.347 -7.662 -2.114 0.085
```

The calculation puts the molar mass at 1062.19 g mol⁻¹. The SMILES is CCNC1=C(Br)C(=O)c2c(CCO[Si](C)(C)C)c(Cc3ccccc3)c(CCSc3nnco3)c([PH2]=O)c2C1=O.COCCNCCOC.COCCNCCOC.COCCNCCOC. The HOMO energy is -8.388 eV. As for the charge: 0. Its max |F| is 7.679 eV Å⁻¹.

---

No. 3
This record from OMol25 describes a molecular structure, C46H78Cl8O22 at a distorted geometry. The level of theory is the ωB97M-V functional and the def2-TZVPD basis.

```
154
Properties=species:S:1:pos:R:3:lowdin_charge:R:1
Cl -1.352 0.160 -4.128 0.644
Cl -2.724 1.709 1.967 0.745
Cl 0.352 1.214 0.173 0.730
Cl -0.362 -1.826 1.588 0.673
Cl -3.985 6.583 -0.750 0.586
Cl -2.776 3.316 -1.338 0.658
Cl 0.975 2.545 -5.882 0.531
Cl -3.652 2.953 4.928 0.557
O -1.921 -3.050 -4.610 0.007
O -4.340 -1.436 -0.763 -0.195
O 3.307 4.210 2.711 -0.157
O -5.253 -1.352 6.537 -0.178
O 5.468 -3.882 4.653 0.111
O -5.685 -4.319 -2.493 -0.059
O 1.025 7.668 -2.343 0.125
O 4.792 1.827 -1.113 -0.149
O -2.569 -4.465 0.525 0.138
O 3.205 -2.301 4.645 0.109
O 7.547 1.813 -0.863 -0.174
O -1.090 4.688 1.531 0.084
O -0.541 -5.692 -0.947 0.076
O 1.170 4.914 -2.515 0.095
O -1.504 7.273 1.602 0.087
O 3.193 1.358 1.941 -0.186
O 1.015 -5.223 1.741 0.077
O -3.328 -2.297 4.291 -0.197
O -3.702 -1.737 -3.052 -0.031
O 3.457 -6.453 1.309 0.130
O 2.677 -2.387 -2.212 -0.150
O 3.690 -0.608 -4.432 -0.208
C -0.454 7.591 -0.506 0.065
C -2.980 -2.739 -2.539 -0.353
C 3.019 5.597 2.614 -0.091
C -1.660 1.878 3.382 -0.559
C -3.431 5.788 -2.270 -0.621
C 6.909 0.974 -1.812 -0.224
C -1.489 -0.459 1.371 -0.713
C 2.129 -2.259 -3.494 -0.192
C 2.041 -3.771 3.236 0.054
C -1.369 -4.820 -1.544 -0.237
C 3.092 -0.046 2.007 -0.117
C -1.189 -4.388 -2.798 0.108
C -1.997 -3.395 -3.448 -0.406
C -3.771 4.311 -2.398 -0.636
C 0.064 4.743 -0.477 -0.001
C -5.483 -4.169 -3.889 -0.060
C -0.841 6.830 0.520 -0.265
C 3.180 -3.372 4.076 -0.306
C 3.411 1.565 -1.333 -0.100
C 0.572 5.494 -1.456 -0.217
C -4.663 -0.068 -0.669 -0.026
C 4.429 -0.298 -5.588 -0.114
C 2.165 3.426 2.552 -0.234
C -2.348 1.740 4.715 -0.600
C 2.119 -4.812 2.390 -0.230
C -4.747 -3.583 -1.707 -0.223
C 8.946 1.515 -0.849 -0.105
C -4.273 -1.250 4.268 -0.209
C -1.237 0.426 0.170 -0.702
C -2.399 -4.211 -0.650 -0.242
C 3.374 -5.598 2.157 -0.325
C -3.124 -3.107 -1.265 -0.001
C 2.420 1.980 2.946 -0.218
C -5.210 -2.154 -1.645 -0.138
C 1.818 -2.171 -1.137 -0.129
C 4.409 -4.217 3.917 -0.235
C -4.434 -2.302 7.175 -0.111
C -5.469 -1.567 5.153 -0.196
C -3.570 -3.282 3.291 -0.087
C 0.155 1.033 -3.683 -0.623
C 5.576 1.574 -2.252 -0.208
C 0.450 7.009 -1.516 -0.319
C 4.468 -5.256 3.071 0.077
C 3.174 -1.909 -4.534 -0.211
C 1.161 1.099 -4.809 -0.636
C -0.639 5.349 0.623 -0.356
H 3.395 -0.424 2.992 0.078
H 1.023 -3.464 3.438 0.104
H 1.107 0.203 -5.425 0.064
H 2.187 1.115 -4.460 0.039
H 3.991 6.076 2.665 0.091
H -5.351 -3.156 -4.267 0.099
H -2.500 -0.847 1.250 0.053
H 0.147 3.670 -0.539 0.056
H -3.990 6.274 -3.070 0.071
H 7.515 0.616 -2.654 0.119
H -4.570 -3.699 3.457 0.089
H -0.599 8.660 -0.430 0.137
H -3.282 -1.422 -3.870 0.088
H 2.642 -2.065 -5.484 0.128
H -5.124 -1.608 -2.591 0.120
H -4.881 0.379 -1.643 0.109
H -0.213 1.978 -3.294 0.049
H -0.902 1.107 3.227 0.059
H 5.280 -0.988 -5.692 0.093
H -4.416 -2.063 8.242 0.087
H -3.417 -2.279 6.782 0.082
H 1.341 -1.491 -3.457 0.103
H 2.428 5.911 1.749 0.077
H 9.026 0.470 -0.529 0.086
H 5.409 -5.778 2.953 0.136
H -6.275 -0.855 4.939 0.129
H -6.240 -2.129 -1.275 0.160
H 1.325 3.815 3.145 0.119
H 2.382 -1.874 -0.248 0.067
H 5.134 0.795 -2.885 0.103
H 1.131 -6.137 1.443 0.120
H 1.131 -1.328 -1.290 0.059
H 1.592 -3.166 -3.798 0.127
H -3.746 -3.664 -2.139 0.039
H 1.537 5.624 -3.072 0.120
H -3.785 -0.381 4.725 0.087
H 3.011 2.004 3.876 0.135
H -1.346 -0.092 -0.782 0.070
H 9.362 1.603 -1.855 0.081
H 2.411 5.867 3.487 0.087
H -5.578 0.087 -0.078 0.106
H 2.030 -0.316 1.936 0.028
H 1.512 1.456 3.266 0.107
H 1.257 -3.058 -0.820 0.074
H -1.091 2.796 3.233 0.066
H -6.380 -4.621 -4.314 0.098
H -4.758 -4.011 -0.706 0.177
H -4.854 -3.316 7.163 0.091
H -4.822 4.071 -2.260 0.075
H -4.580 -0.901 3.277 0.125
H 4.926 0.666 -5.484 0.089
H -3.875 -2.575 -0.690 0.038
H -0.371 -4.891 -3.306 0.142
H 5.744 2.466 -2.866 0.131
H -3.891 0.440 -0.097 0.039
H 3.664 -0.481 1.192 0.088
H -1.960 1.236 0.251 -0.099
H 3.944 -2.690 -4.552 0.135
H 3.049 0.583 -1.008 0.062
H -3.543 4.023 -3.426 0.078
H 3.858 -0.381 -6.516 0.094
H 6.728 0.030 -1.270 0.130
H -4.667 -4.807 -4.244 0.102
H -5.934 -2.542 4.963 0.123
H -2.374 5.952 -2.459 0.062
H 0.611 0.532 -2.829 0.035
H -3.502 -2.783 2.323 0.060
H 1.870 3.358 1.493 0.099
H -1.656 1.943 5.527 0.081
H 2.910 2.279 -0.677 0.063
H 9.497 2.150 -0.161 0.084
H -1.410 0.196 2.236 -0.044
H -2.863 -4.106 3.345 0.090
H 3.146 1.697 -2.384 0.078
H 5.262 -3.158 5.264 0.124
H -1.483 6.569 2.273 0.116
H -2.748 0.730 4.772 0.032
H -0.926 -5.803 -0.056 0.102
```

The calculation puts the molar mass at 1266.73 g mol⁻¹. The HOMO energy is -6.580 eV. As for the charge: 0. Its max |F| is 14.098 eV Å⁻¹.